Here is C26H45ClMnNP as an isolated structure in a non-equilibrium geometry from OMol25. Energies are from ωB97M-V/def2-TZVPD.

Each line ends with the Mulliken charge.
CARTESIAN COORDINATES (ANGSTROEM)
Mn (0.1172, -0.4845, -0.4600)  -0.263
Cl (0.8138, 0.6153, -2.2834)  -0.462
P (-0.9759, 2.0031, 0.2708)  -0.351
C (-0.2638, -2.0602, -1.2836)  -1.041
H (-1.0436, -2.6909, -0.8629)  0.383
H (-0.0638, -2.1627, -2.3558)  0.388
C (-1.1558, 2.5342, 2.0793)  0.374
C (-2.6535, 2.0381, -0.5598)  -0.081
C (-2.2244, 1.7252, 2.8236)  -0.279
H (-0.1653, 2.2431, 2.4774)  0.641
C (-2.1421, 1.9776, 4.3362)  -0.742
H (-3.2242, 2.0055, 2.4592)  0.060
H (-2.1146, 0.6544, 2.6284)  -0.290
C (-2.1997, 3.4673, 4.6863)  -0.772
H (-2.9583, 1.4400, 4.8319)  0.397
H (-1.1989, 1.5520, 4.7057)  0.356
C (-1.2483, 4.3208, 3.8386)  -1.032
H (-3.2277, 3.8281, 4.5473)  0.316
H (-1.9588, 3.6018, 5.7463)  0.395
C (-1.3574, 4.0294, 2.3377)  -0.424
H (-1.4404, 5.3859, 4.0114)  0.417
H (-0.2143, 4.1208, 4.1523)  0.375
H (-2.3513, 4.3297, 1.9700)  0.165
H (-0.6208, 4.6336, 1.7934)  0.120
C (0.0145, 3.3485, -0.6065)  0.339
C (-3.6144, 3.1256, -0.0716)  -0.596
H (-2.3813, 2.2386, -1.6126)  0.810
C (-4.8235, 3.1815, -1.0098)  -1.013
H (-3.9441, 2.8921, 0.9513)  0.130
H (-3.1314, 4.1121, -0.0346)  0.163
C (-5.5466, 1.8323, -1.1153)  -0.761
H (-5.5163, 3.9552, -0.6593)  0.400
H (-4.4744, 3.4829, -2.0073)  0.387
C (-4.6063, 0.6469, -1.3687)  -0.945
H (-6.1063, 1.6534, -0.1877)  0.309
H (-6.2855, 1.8841, -1.9227)  0.407
C (-3.3334, 0.6618, -0.5101)  0.111
H (-5.1396, -0.2949, -1.1965)  0.439
H (-4.3012, 0.6526, -2.4236)  0.363
H (-3.5687, 0.4048, 0.5359)  0.285
H (-2.6457, -0.1242, -0.8631)  -0.381
C (1.3233, 3.6443, 0.1337)  -0.443
H (0.2858, 2.8136, -1.5343)  0.488
C (2.2193, 4.5827, -0.6901)  -0.865
H (1.1122, 4.1041, 1.1103)  0.176
H (1.8612, 2.7056, 0.3353)  -0.090
C (1.4878, 5.8371, -1.1860)  -0.714
H (3.0845, 4.8748, -0.0846)  0.414
H (2.6015, 4.0227, -1.5549)  0.346
C (0.1444, 5.5278, -1.8557)  -1.018
H (1.3206, 6.5166, -0.3395)  0.298
H (2.1262, 6.3744, -1.8964)  0.372
C (-0.7484, 4.6105, -1.0134)  -0.441
H (-0.3953, 6.4587, -2.0647)  0.399
H (0.3281, 5.0347, -2.8203)  0.386
H (-1.0931, 5.1464, -0.1156)  0.111
H (-1.6442, 4.3512, -1.5958)  0.155
C (1.3845, -0.2772, 0.8229)  0.377
C (1.1059, -2.0112, -0.3693)  0.404
H (0.9705, 0.5612, 1.4396)  0.368
C (2.3282, -2.3058, -1.1829)  -1.005
H (1.0164, -2.6153, 0.5435)  0.630
C (3.6463, -2.1911, -0.4015)  -0.833
H (2.2183, -3.3307, -1.5670)  0.310
H (2.3591, -1.6327, -2.0512)  0.246
C (3.7832, -0.8258, 0.2644)  -0.473
H (3.6848, -2.9764, 0.3733)  0.306
H (4.4962, -2.3699, -1.0666)  0.394
C (2.7054, -0.6586, 1.3587)  -1.151
H (4.7784, -0.7244, 0.7162)  0.381
H (3.6800, -0.0293, -0.4884)  0.266
H (2.6225, -1.5888, 1.9568)  0.370
H (3.0481, 0.1243, 2.0517)  0.276
N (-1.8148, -1.5920, 1.8642)  -1.066
C (-1.1428, -1.0907, 1.0320)  0.531

Values from the calculation:
2S+1: 5
E: -82311.67654 eV
LUMO level (spin up / spin down): 2.7 / 2.7 eV
Kohn-Sham gap (spin up / spin down): 5.646 / 6.552 eV
Net charge: -1
Energy relative to the best compared isomer or geometry (same formula, charge and spin): 0.000 eV

Here is a 2-piece molecular cluster, C9H14 overall in a non-equilibrium geometry from OMol25. Energies are from ωB97M-V/def2-TZVPD.

Each line ends with the Mulliken charge.
CARTESIAN COORDINATES (ANGSTROEM)
C (-1.4188, 3.6841, -1.0802)  -0.867
C (0.1346, 3.9064, -0.6009)  -1.001
H (-1.2982, 3.1796, -2.0551)  0.229
H (-1.9922, 3.1112, -0.4091)  0.274
H (-1.9741, 4.5168, -1.3059)  0.402
H (0.2814, 3.7260, 0.4614)  0.235
H (0.8948, 3.4145, -1.1211)  0.343
H (0.4138, 4.8872, -0.7667)  0.389
C (0.3920, -4.0585, -0.6875)  -1.138
C (0.1914, -1.4022, 2.1787)  -0.218
C (0.4426, -0.1675, 1.5902)  -0.605
C (0.0064, -2.5644, 1.4964)  -0.477
C (0.2377, -2.6802, 0.0823)  0.633
C (0.5210, -0.2067, 0.2063)  -0.132
C (0.5585, -1.4472, -0.5412)  -0.413
H (0.1382, -1.2816, 3.2571)  0.307
H (0.3762, 0.7449, 2.1755)  0.367
H (-0.7595, -3.3572, 1.8541)  0.185
H (0.6189, 0.6535, -0.4169)  0.367
H (-0.2275, -3.9298, -1.6356)  0.275
H (0.2379, -5.0844, -0.2330)  0.332
H (0.7150, -1.4479, -1.6812)  0.248
H (1.5098, -4.1966, -0.7674)  0.267

Values from the calculation:
2S+1: 1
E: -9557.88872 eV
LUMO level: 1.0 eV
Kohn-Sham gap: 9.945 eV
Net charge: 0
Energy relative to the best compared isomer or geometry (same formula, charge and spin): 2.293 eV
SMILES string: Cc1ccccc1.CC

Here is C12H23Br2FI2N3O as an isolated structure from OMol25. Energies are from ωB97M-V/def2-TZVPD.

Each line ends with the Mulliken charge.
CARTESIAN COORDINATES (ANGSTROEM)
C (4.0995, 0.7966, 0.2669)  -1.277
C (2.7488, 0.6201, 0.9422)  -0.304
Br (2.8146, -1.0116, 2.0155)  -0.057
C (1.4697, 0.5575, 0.0882)  -0.146
Br (1.8580, -0.3803, -1.5885)  -0.064
C (0.7955, 1.9241, -0.1002)  -0.066
C (1.5694, 2.8560, -1.0264)  -1.261
N (0.9885, 2.5503, -2.3973)  -0.005
C (-0.4026, 1.9465, -2.2062)  -0.562
F (-1.2709, 2.7148, -2.9351)  -0.364
C (-0.6488, 1.9986, -0.6972)  1.712
C (-1.2315, 3.3995, -0.3817)  -1.797
C (-1.7034, 0.9588, -0.2007)  -1.998
I (-1.7975, 0.9816, 1.9476)  0.227
C (-1.7819, -0.4572, -0.8238)  0.127
C (-3.2342, -0.7536, -1.1925)  -1.433
I (-1.0005, -2.0914, 0.3148)  0.239
H (4.0749, 1.5104, -0.5588)  0.299
H (4.8275, 1.1475, 0.9952)  0.407
H (4.4518, -0.1521, -0.1334)  0.428
H (2.5921, 1.4053, 1.6839)  0.539
H (0.7656, -0.0815, 0.6164)  0.159
H (0.7220, 2.3345, 0.9090)  0.828
H (1.3701, 3.9018, -0.8299)  0.338
H (2.6440, 2.7093, -1.0574)  0.334
H (0.9034, 3.3850, -2.9813)  0.412
H (1.5791, 1.8715, -2.8849)  0.338
H (-0.3749, 0.9529, -2.6415)  0.414
H (-1.2890, 3.5310, 0.6964)  0.424
H (-2.2350, 3.4818, -0.7931)  0.449
H (-0.6619, 4.2285, -0.7949)  0.430
H (-2.6637, 1.4166, -0.4332)  1.024
H (-1.1662, -0.4829, -1.7194)  0.026
H (-3.3777, -1.7970, -1.4655)  0.460
H (-3.8929, -0.5323, -0.3500)  0.362
H (-3.5438, -0.1371, -2.0417)  0.383
C (-0.6204, -5.3699, 2.6006)  0.726
O (0.2925, -4.6200, 2.2824)  -0.605
N (-1.9207, -4.9682, 2.4655)  -0.317
N (-0.4130, -6.6235, 3.0884)  -0.411
H (-2.7320, -5.5175, 2.6728)  0.173
H (-1.9862, -4.0343, 2.1110)  0.022
H (0.5377, -6.9277, 3.1864)  0.226
H (-1.1560, -7.2422, 3.3511)  0.160

Values from the calculation:
2S+1: 1
E: -178333.68840 eV
LUMO level: -2.9 eV
Kohn-Sham gap: 8.681 eV
Net charge: +1

Here is C31H50BrN4P3Sn as an isolated structure in a non-equilibrium geometry from OMol25. Energies are from ωB97M-V/def2-TZVPD.

Each line ends with the Mulliken charge.
CARTESIAN COORDINATES (ANGSTROEM)
C (2.3703, 4.6619, -1.1914)  -0.482
C (1.3108, 4.0656, -1.9205)  0.192
C (1.5272, 3.8516, -3.2892)  -0.306
C (2.7958, 4.0445, -3.8323)  -0.525
N (3.7850, 4.4984, -3.0715)  -0.535
C (3.6076, 4.8226, -1.8069)  -0.351
C (0.0302, 3.7555, -1.3390)  -1.325
C (-1.1187, 3.9488, -0.9702)  0.924
C (-2.2936, 3.3614, -0.3405)  0.097
C (-2.2701, 1.9847, -0.0636)  0.576
C (-3.2114, 1.3782, 0.7342)  0.193
C (-4.3474, 2.1035, 1.0755)  -0.439
C (-4.5007, 3.4570, 0.7446)  -0.431
C (-3.4187, 4.1137, 0.1023)  -0.585
Sn (-0.9977, -0.6948, 0.9265)  1.449
P (1.7847, -0.3421, -0.4823)  0.497
H (0.7082, 3.5776, -3.9469)  0.490
H (2.2219, 5.0326, -0.1832)  0.493
H (2.9964, 3.8162, -4.8966)  0.381
H (4.4758, 5.2321, -1.2454)  0.353
H (-3.3857, 5.2125, -0.0417)  0.468
H (-1.4342, 1.3923, -0.3918)  0.192
H (-5.4600, 3.9411, 1.0266)  0.422
H (-3.1604, 0.3337, 1.0787)  0.371
C (2.6267, -2.0258, -0.2625)  -0.659
C (3.7754, -2.4641, -1.1572)  -1.483
H (1.7969, -2.7437, -0.3600)  0.520
H (2.9515, -2.1040, 0.7893)  0.543
H (4.0367, -3.5117, -0.9526)  0.451
H (3.5333, -2.4191, -2.2188)  0.290
H (4.6979, -1.8990, -0.9825)  0.263
C (2.0788, 0.1009, -2.3030)  -0.073
C (3.4451, 0.4951, -2.8525)  -1.431
H (1.4001, 0.9457, -2.4749)  0.182
H (1.6770, -0.7119, -2.9275)  0.303
H (3.4276, 0.6291, -3.9424)  0.436
H (3.7992, 1.4514, -2.4668)  0.175
H (4.2251, -0.2456, -2.6728)  0.257
C (3.0189, 0.8723, 0.2586)  0.058
C (4.4980, 0.5447, 0.3435)  -1.568
H (2.6465, 1.0825, 1.2653)  0.288
H (2.9098, 1.8432, -0.2426)  -0.028
H (5.0588, 1.2979, 0.9138)  0.465
H (4.6800, -0.4088, 0.8338)  0.334
H (4.9802, 0.5140, -0.6346)  0.253
Br (-5.7291, 1.0708, 2.0068)  -0.160
P (-1.8497, -1.7774, -1.9559)  0.439
C (-0.6665, -2.5539, -3.0882)  -0.138
C (-1.1908, -3.8607, -3.6722)  -1.355
H (0.2490, -2.7227, -2.4784)  0.026
H (-0.4286, -1.8266, -3.8899)  0.467
H (-0.4232, -4.3074, -4.3077)  0.441
H (-1.4268, -4.6074, -2.9031)  0.293
H (-2.0674, -3.7227, -4.3214)  0.297
C (-2.8961, -2.9705, -1.0347)  -0.168
C (-4.3014, -3.1472, -1.5864)  -1.476
H (-2.9562, -2.6015, 0.0106)  0.059
H (-2.3890, -3.9461, -0.9830)  0.430
H (-4.9004, -3.8117, -0.9567)  0.433
H (-4.8523, -2.2048, -1.6317)  0.316
H (-4.3255, -3.5987, -2.5812)  0.307
C (-2.8357, -0.4639, -2.7609)  -0.424
C (-3.2669, -0.8271, -4.1724)  -1.406
H (-2.1972, 0.4389, -2.7783)  0.330
H (-3.7069, -0.1997, -2.1394)  0.393
H (-3.8424, -0.0167, -4.6250)  0.440
H (-2.4135, -1.0018, -4.8313)  0.321
H (-3.9127, -1.7080, -4.2035)  0.261
C (1.2385, -1.5835, 5.5468)  -0.866
N (1.2170, -0.1348, 5.2152)  0.064
C (-0.0057, 0.4726, 5.7880)  -0.908
N (-1.2631, -0.1859, 5.3703)  0.088
C (-1.1864, -1.6292, 5.6966)  -0.938
N (0.0093, -2.3044, 5.1560)  0.096
C (-0.0785, -2.4760, 3.7091)  -0.912
P (-0.1164, -0.7594, 3.1307)  0.626
C (1.3110, 0.1160, 3.7824)  -0.680
C (-1.5462, 0.0532, 3.9536)  -1.129
H (1.3647, -1.6761, 6.6347)  0.274
H (2.0906, -2.0464, 5.0375)  0.417
H (-0.0401, 1.5247, 5.4938)  0.416
H (0.0630, 0.3865, 6.8800)  0.294
H (-2.0786, -2.1344, 5.3077)  0.411
H (-1.1580, -1.7145, 6.7894)  0.295
H (0.8016, -2.9667, 3.2781)  0.343
H (-0.9916, -2.9895, 3.3912)  0.525
H (1.2312, 1.1851, 3.5279)  0.365
H (2.2242, -0.2819, 3.3132)  0.380
H (-2.4800, -0.3960, 3.5850)  0.610
H (-1.5566, 1.1156, 3.6677)  0.410

Values from the calculation:
2S+1: 1
E: -142639.46435 eV
LUMO level (spin up / spin down): -7.5 / -7.5 eV
Kohn-Sham gap (spin up / spin down): 5.113 / 5.109 eV
Net charge: +2
Energy relative to the best compared isomer or geometry (same formula, charge and spin): 0.565 eV

Here is C16H38BN5NbO4S as an isolated structure in a non-equilibrium geometry from OMol25. Energies are from ωB97M-V/def2-TZVPD.

Each line ends with the Mulliken charge.
CARTESIAN COORDINATES (ANGSTROEM)
C (-2.4533, -0.0521, -0.7714)  -0.771
C (-2.1051, -1.6431, -1.1181)  -0.347
C (-0.8301, -2.1393, -0.2158)  0.050
N (0.3897, -2.5626, -1.0021)  -0.734
Nb (1.2314, -0.9729, -2.1826)  -0.095
O (2.0389, -2.4829, -3.4867)  -0.797
B (3.2339, -0.9958, -1.0850)  0.619
N (3.4541, -0.8672, 0.4134)  -0.627
O (4.4789, -1.1802, -1.9122)  -0.575
S (2.1957, 0.7344, -3.8179)  0.627
C (2.4912, -0.1903, -5.4599)  -0.663
O (3.5296, 1.3465, -3.3110)  -0.688
O (1.1149, 1.8291, -4.1144)  -0.074
H (-1.6375, 0.6887, -1.1898)  0.139
H (-2.5701, 0.0658, 0.4090)  0.181
H (-3.5112, 0.1825, -1.2251)  0.315
H (-2.0250, -1.8643, -2.2642)  0.205
H (-3.0580, -2.2508, -0.7344)  0.255
H (-1.1937, -3.1068, 0.3812)  0.263
H (-0.6003, -1.3362, 0.6349)  -0.085
H (1.1364, -2.7764, -0.2742)  0.152
H (-0.2844, -0.9191, -3.1752)  0.081
H (0.6040, 0.3381, -1.0934)  -0.009
H (1.2158, -2.8648, -3.9121)  0.259
H (3.0481, 0.0099, 0.8074)  0.267
H (3.1697, -1.7211, 0.9415)  0.186
H (5.0395, -0.3445, -1.7979)  0.269
H (3.3326, -1.0098, -5.3734)  0.259
H (2.6660, 0.5335, -6.3674)  0.276
H (1.4764, -0.7700, -5.7045)  0.192
C (1.4268, 6.8035, -5.2649)  -1.067
C (1.8001, 6.1260, -6.5796)  -0.446
C (0.8643, 4.9707, -6.9402)  -0.405
C (0.9217, 3.9060, -5.8569)  0.328
N (0.9693, 3.0229, -4.9581)  -0.521
H (1.5021, 6.1132, -4.4187)  0.317
H (2.1038, 7.6395, -5.0626)  0.311
H (0.4034, 7.1944, -5.3015)  0.289
H (2.8322, 5.7611, -6.5099)  0.293
H (1.7755, 6.8708, -7.3827)  0.307
H (1.1650, 4.5278, -7.8956)  0.267
H (-0.1665, 5.3274, -7.0409)  0.266
C (0.4875, 0.0711, 3.7165)  -1.193
C (-0.0880, -1.2831, 4.1189)  0.321
C (0.9672, -2.2317, 4.6910)  -0.448
C (2.0408, -2.4947, 3.6477)  0.275
N (2.9316, -2.7128, 2.7822)  -0.622
H (1.2316, -0.0265, 2.9196)  0.203
H (-0.3062, 0.7247, 3.3408)  0.317
H (0.9609, 0.5662, 4.5721)  0.419
H (-0.5639, -1.7406, 3.2428)  0.176
H (-0.8730, -1.1274, 4.8672)  -0.037
H (0.5030, -3.1817, 4.9765)  0.304
H (1.4306, -1.7984, 5.5839)  0.333
C (-3.7375, -3.5596, 6.9362)  -0.912
C (-4.4463, -2.4072, 7.6409)  -0.426
C (-4.8464, -1.2814, 6.6854)  -0.412
C (-3.6057, -0.7048, 6.0231)  0.307
N (-2.5765, -0.2265, 5.4737)  -0.604
H (-2.7960, -3.2370, 6.4805)  0.156
H (-3.4966, -4.3520, 7.6518)  0.315
H (-4.3713, -3.9892, 6.1519)  0.304
H (-3.7887, -2.0133, 8.4255)  0.284
H (-5.3442, -2.7923, 8.1366)  0.305
H (-5.3621, -0.4873, 7.2356)  0.292
H (-5.5265, -1.6560, 5.9127)  0.275

Values from the calculation:
2S+1: 1
E: -45897.36613 eV
LUMO level: 1.8 eV
Kohn-Sham gap: 3.898 eV
Net charge: -1

Q: Which of these has the highest E?
A: C9H14

Q: The highest net charge belongs to which entry?
A: C31H50BrN4P3Sn